Density functional theory data (ωB97M-V/def2-TZVPD) for a 6-piece molecular cluster, C31H52Cl10F9N2O7P2S overall in a non-equilibrium geometry.

Geometry as ORCA input:
```
! wB97M-V def2-TZVPD RIJCOSX def2/J DEFGRID3
* xyz 1 1
Cl 0.053 -0.103 -2.985
Cl 1.075 -1.908 -5.638
Cl 1.820 3.560 -5.525
Cl 6.029 5.080 -3.380
Cl -4.814 2.913 -1.854
Cl 1.247 6.843 -6.198
Cl -5.355 6.223 -2.419
Cl 7.820 5.727 -0.560
Cl -1.661 -7.965 1.850
Cl -4.985 -7.976 2.640
S 0.704 3.563 -0.342
P 5.808 -2.024 -0.864
P 0.663 -3.104 -1.145
F 0.776 2.092 0.303
F 4.483 3.560 1.105
F 3.141 3.419 -1.392
F 2.648 2.910 2.052
F -0.865 3.420 -0.394
F 0.563 4.211 1.098
F 0.796 2.905 -1.773
F 2.843 5.034 0.005
F 0.592 4.983 -1.014
O -1.297 -2.332 1.066
O 5.486 -2.997 -2.101
O -1.713 2.018 4.936
O 5.699 -0.555 -1.537
O 3.052 -1.258 -1.728
O 4.270 -2.107 -0.037
O -3.430 0.656 4.585
N 0.077 -0.877 2.246
N 1.726 -4.249 -1.086
C 5.538 4.758 -1.697
C 1.068 0.482 -4.338
C 1.311 6.084 -4.592
C -0.122 -1.730 1.203
C -4.211 -8.753 1.232
C -2.837 -9.278 1.552
C 2.601 3.746 -0.206
C 1.384 0.683 3.608
C -3.907 -3.870 1.038
C 3.696 1.465 0.431
C -3.905 4.284 -1.167
C -2.997 -3.654 2.263
C 0.881 -1.945 0.269
C 0.683 -0.168 -5.638
C -2.412 1.128 4.191
C -1.533 -3.515 1.902
C -1.043 -0.643 3.174
C -4.179 -1.415 0.342
C -3.105 -4.832 3.237
C 3.600 0.387 1.546
C 2.091 -1.274 0.427
C 3.194 -1.549 -0.573
C 2.290 -0.371 1.486
C 2.318 4.965 -4.535
C 3.323 2.877 0.879
C 1.261 -0.203 2.410
C -1.789 0.678 2.887
C 6.053 5.804 -0.741
C -4.782 5.481 -0.908
C -5.910 -2.499 1.785
C -4.861 -2.728 0.695
H -5.520 -1.865 2.585
H 5.900 3.769 -1.428
H 5.191 -0.523 -2.360
H 5.624 -2.590 -2.965
H 3.810 0.793 2.527
H -5.406 -3.042 -0.201
H 2.420 4.612 -3.510
H -1.208 2.609 4.364
H -4.900 -0.636 0.111
H -1.772 -1.430 3.059
H -0.379 -0.063 -5.838
H -3.135 -5.773 2.704
H -0.663 -3.550 -1.069
H 1.311 -5.170 -1.037
H -2.263 -4.881 3.933
H -5.652 5.213 -0.314
H -1.088 1.418 2.499
H -1.174 -4.400 1.371
H -6.743 -1.945 1.348
H -4.181 -8.025 0.425
H 2.402 1.020 3.737
H -3.605 -1.066 1.204
H -2.564 0.524 2.142
H -3.300 -2.755 2.808
H 4.450 4.753 -1.679
H -2.460 -9.853 0.708
H 4.706 1.509 0.032
H 3.294 5.285 -4.890
H -2.847 -9.916 2.431
H 1.124 0.128 4.508
H 1.593 6.858 -3.880
H 1.241 0.291 -6.451
H 3.037 1.173 -0.384
H 5.791 6.806 -1.073
H 0.311 5.731 -4.348
H -3.472 3.938 -0.229
H 0.945 1.562 -4.399
H -4.001 -4.732 3.847
H -4.527 -4.749 1.224
H -4.213 6.240 -0.373
H 2.103 0.269 -4.078
H 0.768 -2.208 -2.216
H -0.695 -0.694 4.202
H -3.469 -1.538 -0.476
H -6.323 -3.427 2.176
H -4.855 -9.578 0.932
H -3.099 4.525 -1.856
H 4.390 -0.328 1.342
H 5.621 5.637 0.245
H -0.936 -3.421 2.812
H 0.756 1.565 3.530
H -3.294 -4.126 0.168
*
```

Output
Calculated total energy in Eh: -8430.0285
Gap between HOMO and LUMO in eV: 7.27
HOMO in eV: -11.4

Löwdin atomic charge list, values in e, 2 entries: 0.583, 0.553

Density functional theory data (ωB97M-V/def2-TZVPD) for C39H38KN2O3P as an isolated structure in a non-equilibrium geometry.

Geometry as ORCA input:
```
! wB97M-V def2-TZVPD RIJCOSX def2/J DEFGRID3
* xyz 0 1
K 2.033 -0.021 -2.117
P -1.026 3.085 -1.366
O -2.694 0.057 -2.036
O 2.498 -1.033 0.124
O 2.453 1.268 0.173
N -0.636 -0.773 -1.944
N 2.242 -2.335 2.222
C -1.438 0.685 -0.090
C -2.520 -0.656 -3.219
C 2.642 -1.107 4.328
C 1.620 -6.374 3.323
C 3.016 -7.193 1.343
C -1.387 -2.516 -5.236
C 1.193 -5.382 4.169
C 2.313 0.146 0.713
C -0.926 5.855 -0.746
C 2.282 -1.184 2.957
C -1.408 2.069 0.125
C -4.982 3.792 -1.533
C -0.396 4.594 -0.649
C -3.737 3.261 -1.191
C -5.074 4.657 -2.653
C 1.383 -3.990 3.913
C -1.767 0.322 2.262
C -1.287 -1.500 -2.979
C 2.109 0.092 2.242
C -2.634 3.633 -1.916
C -1.562 -0.183 0.972
C 1.553 5.512 0.485
C 2.120 1.299 4.359
C 1.966 1.255 2.982
C -2.766 4.465 -3.034
C 3.153 -4.442 0.465
C 0.886 4.426 -0.025
C 2.055 -3.663 2.665
C 0.758 -2.663 -3.778
C 2.474 0.128 5.014
C 1.074 6.808 0.189
C -1.506 0.009 -1.365
C 2.305 -6.054 2.144
C -0.189 7.007 -0.330
C -1.644 2.558 1.398
C -3.999 5.092 -3.399
C 2.497 -4.704 1.783
C -0.471 -1.855 -4.238
C -1.883 1.676 2.454
H -4.071 5.895 -4.087
H -5.925 3.587 -0.974
H 1.764 2.197 2.503
H -1.668 -2.507 -2.627
H -0.791 -3.118 -5.982
H 4.216 -4.467 0.432
H 1.682 -2.462 -4.386
H -2.114 -3.222 -4.870
H -1.634 -0.375 3.063
H 2.389 -7.480 0.544
H 1.041 -2.495 -2.713
H -0.070 -0.884 -4.708
H 2.787 -5.157 -0.263
H -1.932 5.983 -1.191
H 2.706 0.203 6.099
H 3.102 -1.913 4.849
H -2.425 0.069 -4.066
H -1.676 3.653 1.499
H 1.728 7.647 0.401
H -6.077 4.980 -2.908
H 1.234 3.411 0.166
H 2.974 -3.431 0.054
H 0.654 -5.762 5.096
H -0.656 8.014 -0.393
H 2.463 5.390 1.072
H 0.594 -3.757 -3.796
H 0.964 -3.196 4.555
H 1.984 2.259 4.856
H -1.867 4.806 -3.543
H 2.339 -2.034 1.198
H 3.015 -8.064 1.994
H -2.166 2.121 3.425
H -3.487 -1.248 -3.405
H 1.375 -7.401 3.562
H -1.931 -1.766 -5.815
H -3.688 2.503 -0.364
H -1.546 -1.221 0.816
H 4.019 -6.883 0.947
*
```

Output
ΔE to the lowest compared entry with this formula, charge and spin in kcal per mole: 0.0
Calculated total energy in Eh: -2785.4729
Gap between HOMO and LUMO in eV: 6.35
HOMO in eV: -6.5

Löwdin atomic charge list, values in e, 2 entries: 0.862, 1.109

Density functional theory data (ωB97M-V/def2-TZVPD) for the molecule CH4IOPS in a non-equilibrium geometry.

Geometry as ORCA input:
```
! wB97M-V def2-TZVPD RIJCOSX def2/J DEFGRID3
* xyz 0 1
I 0.746 -0.866 -2.333
S 2.054 1.077 0.628
P 0.641 -0.072 -0.029
O 0.659 -1.544 0.694
C -1.196 0.617 -0.050
H -1.260 0.955 0.912
H -1.170 1.487 -0.839
H 1.448 -1.525 1.200
H -1.920 -0.130 -0.184
*
```

Output
ΔE to the lowest compared entry with this formula, charge and spin in kcal per mole: 6.5
Calculated total energy in Eh: -1153.0272
Gap between HOMO and LUMO in eV: 9.30
HOMO in eV: -9.3
Structure (SMILES): C[P@](O)(=S)I

Löwdin atomic charge list, values in e, 2 entries: 0.452, 0.186

Density functional theory data (ωB97M-V/def2-TZVPD) for the molecule C3H6N2O2 in a non-equilibrium geometry.

Geometry as ORCA input:
```
! wB97M-V def2-TZVPD RIJCOSX def2/J DEFGRID3
* xyz 0 1
O 0.000 -1.075 -1.701
O 0.680 0.332 0.169
N -1.084 0.836 1.027
N -1.710 -0.207 0.618
C 1.252 1.263 -0.739
C -0.927 -1.467 0.561
C -0.121 -0.913 -0.538
H 2.018 0.744 -1.320
H 0.485 1.670 -1.401
H 1.735 2.043 -0.152
H -0.400 0.727 1.794
H -0.368 -1.675 1.477
H -1.561 -2.277 0.204
*
```

Output
ΔE to the lowest compared entry with this formula, charge and spin in kcal per mole: 130.7
Calculated total energy in Eh: -377.7510
Gap between HOMO and LUMO (spin up / spin down) in eV: 8.89 / 8.89
HOMO (spin up / spin down) in eV: -9.1 / -9.1
Structure (SMILES): [H]/N=N\CC(=O)OC

Löwdin atomic charge list, values in e, 2 entries: 0.188, -0.255

Density functional theory data (ωB97M-V/def2-TZVPD) for a 2-piece molecular cluster, C4H14Si3 overall in a non-equilibrium geometry.

Geometry as ORCA input:
```
! wB97M-V def2-TZVPD RIJCOSX def2/J DEFGRID3
* xyz 0 3
Si 0.396 0.007 -0.416
Si -1.744 -0.047 0.201
Si 3.584 -0.021 0.837
C -2.357 1.522 1.059
C -2.662 -1.424 1.202
C 0.968 -1.478 -1.471
C 1.047 1.542 -1.567
H -2.057 1.768 2.110
H 4.543 -1.138 0.537
H -1.958 -2.245 1.274
H 4.787 0.473 1.710
H -3.032 -1.209 2.173
H -1.929 2.348 0.572
H 1.691 1.084 -2.317
H 1.407 -2.297 -0.939
H -3.515 -1.749 0.655
H 1.703 -1.141 -2.215
H 0.180 2.010 -2.057
H 1.579 2.245 -0.922
H 0.284 -1.906 -2.174
H -3.445 1.721 1.064
*
```

Output
ΔE to the lowest compared entry with this formula, charge and spin in kcal per mole: 0.0
Calculated total energy in Eh: -1029.0509
Gap between HOMO and LUMO (spin up / spin down) in eV: 5.71 / 5.46
HOMO (spin up / spin down) in eV: -6.3 / -8.0

Löwdin atomic charge list, values in e, 2 entries: 0.490, 0.623

Density functional theory data (ωB97M-V/def2-TZVPD) for the molecule C2H2FN3OS in a non-equilibrium geometry.

Geometry as ORCA input:
```
! wB97M-V def2-TZVPD RIJCOSX def2/J DEFGRID3
* xyz 0 1
S -2.372 -0.022 -0.070
F 2.723 0.305 0.000
O -0.048 -1.577 0.002
N 1.255 -1.391 0.051
N -0.750 -0.185 -0.025
N 0.135 2.065 -0.035
C 1.505 -0.170 -0.012
C 0.311 0.753 0.002
H -2.503 0.762 1.228
H 0.958 2.542 0.002
*
```

Output
ΔE to the lowest compared entry with this formula, charge and spin in kcal per mole: 60.7
Calculated total energy in Eh: -814.8054
Gap between HOMO and LUMO in eV: 9.34
HOMO in eV: -9.3
Structure (SMILES): [H]/N=c1\c(F)non1S

Löwdin atomic charge list, values in e, 2 entries: 0.808, 0.142

Density functional theory data (ωB97M-V/def2-TZVPD) for a 2-piece molecular cluster, C2H3NO3 overall in a non-equilibrium geometry.

Geometry as ORCA input:
```
! wB97M-V def2-TZVPD RIJCOSX def2/J DEFGRID3
* xyz 0 1
O 1.354 -1.415 -3.522
O -1.612 0.137 -2.128
O 2.129 -0.736 -1.591
N 1.213 -0.967 -2.395
C -0.227 -0.128 -0.074
C -0.727 -0.005 -1.390
H -0.909 0.257 0.718
H -0.140 -1.251 0.173
H 0.864 0.040 -0.056
*
```

Output
ΔE to the lowest compared entry with this formula, charge and spin in kcal per mole: 133.3
Calculated total energy in Eh: -358.3172
Gap between HOMO and LUMO (spin up / spin down) in eV: 7.90 / 7.89
HOMO (spin up / spin down) in eV: -8.6 / -8.6

Löwdin atomic charge list, values in e, 2 entries: -0.025, 0.236

Density functional theory data (ωB97M-V/def2-TZVPD) for C5H5NO as an isolated structure in a non-equilibrium geometry.

Geometry as ORCA input:
```
! wB97M-V def2-TZVPD RIJCOSX def2/J DEFGRID3
* xyz 0 1
O -0.987 0.138 1.770
N 2.278 0.632 1.410
C 1.409 0.362 0.704
C -0.324 -1.213 -0.113
C -1.054 -0.078 0.585
C -0.690 0.937 -0.484
C 0.582 0.022 -0.442
H -1.161 0.837 -1.464
H 0.063 -1.997 0.536
H -0.747 -1.595 -1.044
H 1.243 -0.014 -1.307
H -0.611 1.970 -0.150
*
```

Output
ΔE to the lowest compared entry with this formula, charge and spin in kcal per mole: 44.5
Calculated total energy in Eh: -323.4488
Gap between HOMO and LUMO in eV: 10.70
HOMO in eV: -10.1

Löwdin atomic charge list, values in e, 2 entries: 0.095, 0.185